{
  "formula": "C90H175F6N23O22S6",
  "method": "wB97M-V/def2-TZVPD",
  "e_tot_ev": -256755.689,
  "total_charge": 4,
  "largest_force_ev_per_a": 10.1,
  "e_above_lowest_ev": 0.000,
  "lumo_ev": -7.44,
  "mol_weight_g_mol": 2237.92,
  "homo_energy_ev": -10.4,
  "elements": ["C", "C", "N", "C", "C", "N", "C", "C", "H", "H", "H", "H", "H", "H", "H", "H", "H", "H", "H", "C", "C", "N", "C", "C", "N", "C", "C", "H", "H", "H", "H", "H", "H", "H", "H", "H", "H", "H", "C", "C", "N", "C", "C", "N", "C", "C", "H", "H", "H", "H", "H", "H", "H", "H", "H", "H", "H", "C", "C", "N", "C", "C", "N", "C", "C", "H", "H", "H", "H", "H", "H", "H", "H", "H", "H", "H", "C", "C", "N", "C", "C", "N", "C", "C", "H", "H", "H", "H", "H", "H", "H", "H", "H", "H", "H", "C", "C", "N", "C", "C", "N", "C", "C", "H", "H", "H", "H", "H", "H", "H", "H", "H", "H", "H", "C", "C", "N", "C", "C", "N", "C", "C", "H", "H", "H", "H", "H", "H", "H", "H", "H", "H", "H", "C", "C", "N", "C", "C", "N", "C", "C", "H", "H", "H", "H", "H", "H", "H", "H", "H", "H", "H", "C", "C", "C", "N", "C", "C", "C", "C", "C", "H", "H", "H", "H", "H", "H", "H", "H", "H", "H", "H", "H", "H", "H", "H", "H", "H", "H", "C", "C", "C", "N", "C", "C", "C", "C", "C", "H", "H", "H", "H", "H", "H", "H", "H", "H", "H", "H", "H", "H", "H", "H", "H", "H", "H", "C", "C", "C", "N", "C", "C", "C", "C", "C", "H", "H", "H", "H", "H", "H", "H", "H", "H", "H", "H", "H", "H", "H", "H", "H", "H", "H", "C", "C", "C", "N", "C", "C", "C", "C", "C", "H", "H", "H", "H", "H", "H", "H", "H", "H", "H", "H", "H", "H", "H", "H", "H", "H", "H", "N", "S", "O", "O", "F", "S", "O", "O", "F", "N", "S", "O", "O", "F", "S", "O", "O", "F", "N", "S", "O", "O", "F", "S", "O", "O", "F", "C", "C", "O", "O", "H", "H", "H", "C", "C", "O", "O", "H", "H", "H", "C", "C", "O", "O", "H", "H", "H", "C", "C", "O", "O", "H", "H", "H", "C", "C", "O", "O", "H", "H", "H"],
  "positions_angstrom": [[-3.981, 3.428, -4.225], [-4.133, 3.683, -2.693], [-2.922, 4.225, -2.055], [-1.732, 3.576, -1.813], [-0.797, 4.473, -1.261], [-1.440, 5.688, -1.204], [-2.727, 5.568, -1.687], [-0.931, 6.957, -0.652], [-4.887, 3.183, -4.779], [-3.134, 2.749, -4.320], [-3.624, 4.373, -4.634], [-4.359, 2.698, -2.284], [-5.019, 4.284, -2.490], [-1.650, 2.521, -2.028], [0.228, 4.301, -0.967], [-3.448, 6.366, -1.778], [-0.950, 7.088, 0.430], [-1.315, 7.784, -1.249], [0.154, 6.988, -0.747], [5.035, 5.039, 1.993], [6.390, 5.049, 2.794], [7.255, 3.959, 2.350], [7.604, 3.703, 1.007], [8.410, 2.576, 0.981], [8.408, 2.029, 2.271], [7.785, 2.926, 3.077], [9.090, 0.855, 2.645], [4.661, 4.025, 1.850], [5.306, 5.507, 1.046], [4.220, 5.543, 2.512], [6.224, 5.117, 3.869], [6.836, 5.922, 2.317], [7.292, 4.387, 0.232], [8.835, 2.007, 0.168], [7.731, 2.861, 4.153], [8.639, 0.085, 2.019], [9.165, 0.745, 3.727], [10.142, 0.983, 2.389], [0.997, 1.072, 0.787], [0.217, 0.456, -0.438], [1.036, -0.221, -1.393], [2.411, -0.507, -1.365], [2.796, -1.239, -2.503], [1.623, -1.447, -3.265], [0.580, -0.768, -2.569], [1.532, -2.214, -4.478], [0.315, 1.639, 1.420], [1.827, 1.772, 0.688], [1.303, 0.207, 1.376], [-0.250, 1.186, -1.100], [-0.532, -0.276, -0.138], [3.036, -0.219, -0.533], [3.743, -1.660, -2.805], [-0.474, -0.844, -2.789], [0.664, -2.860, -4.344], [2.477, -2.736, -4.627], [1.323, -1.626, -5.372], [0.772, 3.253, -5.260], [1.682, 2.964, -6.534], [2.582, 1.830, -6.312], [3.090, 1.318, -5.118], [3.876, 0.269, -5.439], [4.024, 0.174, -6.850], [3.114, 1.050, -7.359], [4.720, -0.801, -7.658], [0.443, 2.294, -4.859], [-0.131, 3.827, -5.467], [1.307, 3.688, -4.415], [2.182, 3.922, -6.678], [1.083, 2.916, -7.443], [2.930, 1.821, -4.176], [4.401, -0.457, -4.836], [2.975, 1.241, -8.412], [5.696, -0.365, -7.872], [4.207, -0.956, -8.607], [4.903, -1.738, -7.133], [-0.485, -4.161, -1.804], [0.360, -5.397, -1.906], [1.737, -5.130, -2.406], [2.691, -4.272, -1.866], [3.871, -4.394, -2.545], [3.599, -5.106, -3.671], [2.334, -5.603, -3.551], [4.497, -5.357, -4.766], [0.033, -3.424, -1.190], [-1.422, -4.494, -1.357], [-0.745, -3.748, -2.779], [-0.154, -6.058, -2.603], [0.420, -5.877, -0.929], [2.448, -3.874, -0.891], [4.865, -3.995, -2.406], [1.894, -6.360, -4.183], [3.999, -6.063, -5.429], [5.417, -5.830, -4.424], [4.581, -4.440, -5.349], [3.562, 3.487, 5.006], [2.210, 3.014, 5.266], [2.111, 1.733, 5.863], [1.922, 1.267, 7.141], [1.822, -0.105, 7.187], [1.925, -0.516, 5.857], [2.243, 0.564, 5.113], [1.874, -1.855, 5.404], [4.125, 3.696, 5.915], [3.547, 4.385, 4.388], [4.182, 2.796, 4.434], [1.611, 3.019, 4.356], [1.712, 3.758, 5.888], [1.933, 2.007, 7.927], [1.636, -0.869, 7.927], [2.443, 0.469, 4.055], [2.236, -2.533, 6.177], [2.599, -2.029, 4.610], [0.874, -2.170, 5.107], [-3.754, 2.519, 0.839], [-5.017, 3.302, 1.331], [-6.087, 2.332, 1.585], [-6.730, 2.113, 2.786], [-7.712, 1.243, 2.626], [-7.787, 1.040, 1.268], [-6.858, 1.756, 0.628], [-8.791, 0.301, 0.569], [-2.916, 3.206, 0.720], [-3.902, 1.963, -0.087], [-3.368, 1.849, 1.607], [-5.302, 3.996, 0.540], [-4.839, 3.805, 2.282], [-6.393, 2.674, 3.645], [-8.422, 0.961, 3.389], [-6.745, 1.684, -0.443], [-8.964, -0.674, 1.024], [-8.660, 0.217, -0.510], [-9.745, 0.825, 0.630], [-8.153, 1.006, -3.737], [-8.484, 0.138, -5.033], [-7.222, -0.359, -5.679], [-7.244, -1.284, -6.783], [-6.003, -1.323, -7.331], [-5.193, -0.553, -6.565], [-5.889, -0.030, -5.549], [-3.767, -0.388, -6.712], [-7.666, 0.303, -3.061], [-9.030, 1.414, -3.234], [-7.368, 1.762, -3.764], [-8.999, 0.708, -5.806], [-9.219, -0.614, -4.747], [-8.171, -1.748, -7.086], [-5.636, -1.883, -8.179], [-5.548, 0.732, -4.863], [-3.481, 0.631, -6.448], [-3.447, -0.670, -7.715], [-3.309, -1.067, -5.993], [-9.326, -3.066, -1.670], [-8.369, -3.978, -2.427], [-7.342, -3.289, -3.354], [-6.256, -4.171, -4.002], [-6.796, -5.091, -5.184], [-5.078, -3.327, -4.562], [-3.720, -4.025, -4.368], [-4.077, -5.237, -3.529], [-5.488, -5.040, -3.024], [-10.065, -3.584, -1.059], [-9.929, -2.625, -2.463], [-8.800, -2.411, -0.975], [-9.076, -4.406, -3.137], [-8.019, -4.828, -1.841], [-6.753, -2.627, -2.718], [-7.745, -2.599, -4.095], [-5.960, -5.600, -5.664], [-7.284, -4.297, -5.750], [-7.436, -5.635, -4.490], [-5.295, -3.194, -5.622], [-4.961, -2.420, -3.969], [-3.416, -4.333, -5.369], [-3.006, -3.307, -3.966], [-4.110, -6.120, -4.168], [-3.433, -5.281, -2.651], [-6.082, -5.945, -2.889], [-5.508, -4.613, -2.021], [-1.348, 1.638, 7.609], [-2.818, 1.250, 7.203], [-2.950, -0.165, 6.533], [-4.374, -0.461, 5.936], [-4.542, 0.283, 4.573], [-5.618, -0.191, 6.838], [-6.116, -1.582, 7.311], [-5.067, -2.553, 6.874], [-4.535, -1.934, 5.591], [-1.231, 2.648, 8.004], [-0.739, 1.629, 6.706], [-0.911, 0.929, 8.312], [-3.212, 1.994, 6.510], [-3.368, 1.461, 8.120], [-2.910, -0.916, 7.322], [-2.314, -0.326, 5.662], [-5.409, -0.166, 4.087], [-3.583, 0.070, 4.102], [-4.672, 1.305, 4.928], [-6.419, 0.243, 6.239], [-5.329, 0.602, 7.528], [-7.048, -1.941, 6.875], [-6.334, -1.601, 8.379], [-5.439, -3.556, 6.666], [-4.255, -2.660, 7.594], [-5.282, -2.060, 4.808], [-3.521, -2.317, 5.477], [9.019, -6.407, 4.838], [8.904, -5.121, 3.988], [8.978, -5.459, 2.460], [9.007, -4.223, 1.502], [10.174, -3.232, 1.881], [7.631, -3.486, 1.480], [7.455, -2.918, 0.087], [8.467, -3.646, -0.758], [9.120, -4.743, 0.073], [8.933, -6.175, 5.900], [10.049, -6.757, 4.767], [8.240, -7.122, 4.572], [9.705, -4.478, 4.353], [7.996, -4.571, 4.234], [8.157, -6.100, 2.140], [9.897, -5.977, 2.182], [10.064, -2.911, 2.917], [10.177, -2.384, 1.195], [11.139, -3.729, 1.787], [7.605, -2.781, 2.311], [6.889, -4.271, 1.629], [7.688, -1.854, 0.091], [6.431, -3.011, -0.275], [9.255, -2.997, -1.142], [7.925, -4.101, -1.587], [10.173, -4.963, -0.106], [8.589, -5.691, -0.007], [-1.601, 2.999, 3.825], [-1.167, 4.006, 4.932], [-2.122, 5.218, 4.996], [-1.902, 6.078, 6.265], [-0.399, 6.513, 6.457], [-2.861, 7.326, 6.289], [-3.105, 7.665, 7.729], [-2.584, 6.549, 8.591], [-2.373, 5.397, 7.603], [-2.471, 3.358, 3.275], [-1.787, 2.010, 4.244], [-0.870, 2.670, 3.087], [-0.169, 4.402, 4.745], [-0.970, 3.472, 5.861], [-3.179, 4.977, 4.883], [-1.840, 5.919, 4.210], [-0.098, 6.916, 5.490], [0.085, 5.563, 6.686], [-0.243, 7.250, 7.246], [-2.431, 8.099, 5.651], [-3.811, 6.892, 5.978], [-2.711, 8.665, 7.908], [-4.192, 7.653, 7.800], [-1.574, 6.729, 8.959], [-3.070, 6.355, 9.547], [-1.693, 4.684, 8.069], [-3.339, 4.989, 7.306], [-1.469, -2.632, 3.438], [-2.884, -3.013, 2.601], [-2.830, -3.813, 1.372], [-4.012, -2.122, 2.722], [-3.351, -4.101, 3.721], [-0.917, -1.725, 2.349], [-1.653, -0.523, 1.996], [-0.254, -2.393, 1.221], [0.221, -1.014, 3.183], [3.423, -0.700, 2.388], [4.961, -0.121, 2.073], [5.569, 0.015, 0.722], [5.912, -0.300, 3.171], [4.537, 1.422, 2.343], [3.764, -2.090, 1.956], [4.577, -2.845, 2.883], [4.012, -2.331, 0.529], [2.293, -2.776, 2.194], [0.886, -5.577, -6.247], [-0.497, -5.288, -6.603], [-1.098, -6.321, -7.421], [-1.102, -3.955, -6.511], [-0.902, -5.823, -5.111], [1.608, -4.763, -7.536], [2.129, -3.436, -7.268], [1.120, -5.081, -8.880], [2.940, -5.583, -7.549], [-0.175, -1.152, -8.466], [0.093, 0.128, -9.154], [1.008, 0.244, -10.042], [-0.548, 1.166, -8.826], [0.346, -2.016, -8.879], [-1.247, -1.352, -8.486], [0.194, -1.068, -7.444], [4.579, 2.533, -1.029], [3.467, 3.311, -1.865], [2.300, 2.895, -1.843], [3.827, 4.179, -2.614], [5.429, 3.182, -0.817], [5.025, 1.745, -1.636], [4.207, 2.043, -0.129], [6.698, -0.784, -3.025], [6.749, -1.822, -4.185], [5.666, -2.422, -4.280], [7.728, -1.856, -4.936], [7.680, -0.385, -2.774], [6.593, -1.337, -2.091], [5.961, 0.005, -3.175], [1.334, 4.937, 1.253], [1.455, 6.071, 2.305], [1.440, 5.827, 3.542], [1.651, 7.200, 1.837], [0.320, 4.572, 1.416], [2.039, 4.131, 1.459], [1.577, 5.288, 0.250], [-3.337, -1.999, -1.164], [-3.638, -0.623, -1.715], [-4.858, -0.314, -1.937], [-2.586, 0.038, -2.061], [-3.250, -2.746, -1.953], [-4.236, -2.202, -0.582], [-2.516, -1.978, -0.447]],
  "mulliken_charge": [-1.25, -0.37, 0.63, -0.68, -0.70, 0.31, -0.43, -0.98, 0.42, 0.23, 0.43, -0.15, 0.57, 0.84, 0.47, 0.49, 0.32, 0.38, 0.40, -0.47, -0.90, 0.28, -0.48, -0.60, 0.26, -0.21, -0.91, -0.09, 0.57, 0.24, 0.42, 0.40, 0.57, 0.47, 0.41, 0.24, 0.35, 0.44, 0.41, 2.14, 1.50, -0.23, -0.96, 1.84, -2.58, -0.05, -0.68, -0.01, -0.45, -0.78, -0.45, -0.01, 0.45, 1.00, -0.05, -0.26, 0.02, -0.92, -0.59, 0.43, -1.01, -0.62, 0.30, -0.60, -0.72, 0.08, 0.57, 0.26, 0.23, 0.52, 0.84, 0.33, 0.55, 0.37, 0.36, 0.17, 1.50, -1.65, 0.61, -1.06, -1.35, 0.20, -0.40, -0.69, -0.44, 0.41, -0.54, 0.43, 0.30, 0.85, 1.18, 0.81, 0.43, 0.31, 0.12, -1.22, 0.90, 0.80, -0.41, -0.92, 0.54, -0.66, -0.60, 0.37, 0.27, 0.20, -0.37, -0.26, 0.63, 0.58, 0.58, 0.45, -0.01, 0.23, 0.35, -0.79, 0.41, -0.45, -0.77, 0.29, -0.34, -0.70, -0.21, 0.20, 0.00, 0.29, 0.24, 0.62, 0.55, 0.49, 0.40, -0.03, 0.44, -0.90, -0.63, 0.32, -0.62, -0.58, 0.35, -0.20, -0.77, 0.16, 0.52, 0.28, 0.47, 0.35, 0.58, 0.49, 0.33, 0.28, 0.34, 0.21, -1.38, -0.59, 0.08, 0.52, -0.86, 0.41, 0.11, -0.80, -1.03, 0.44, 0.37, 0.15, 0.37, 0.44, -0.14, 0.29, 0.33, 0.33, 0.42, -0.04, -0.56, 0.38, -0.08, 0.55, 0.10, 0.61, 0.42, -1.08, -0.38, -0.17, 0.54, -0.82, -0.41, -0.91, -0.68, -0.51, 0.24, -0.29, 0.66, 0.19, 0.46, 0.52, -0.07, 0.58, -0.43, 0.58, 0.21, 0.46, 0.35, 0.42, 0.54, 0.29, 0.60, -0.03, -1.41, -0.27, -0.78, 0.47, -0.91, -1.00, 1.34, -0.42, -0.95, 0.41, 0.36, 0.36, 0.27, 0.36, 0.42, 0.48, 0.34, 0.40, 0.29, 0.56, 0.20, -0.14, -0.77, 0.42, 0.27, 0.45, 0.38, -0.01, 2.21, -1.53, 0.46, -1.06, -0.59, -0.64, -0.98, -0.17, 0.24, -0.20, -0.47, -1.01, -0.29, 0.51, 0.43, 0.45, 0.24, 0.49, 0.47, 0.28, 0.37, 0.38, 0.31, 0.54, 0.11, 0.38, -0.43, 0.71, -0.49, -0.49, -0.35, 0.41, -0.33, -0.27, 0.17, 0.33, 0.45, -0.29, -0.70, -0.16, 0.04, -0.62, -0.06, -0.20, 0.21, 0.67, -0.65, -0.34, -0.39, 0.84, -0.31, -0.56, -0.35, 0.40, 0.34, -0.78, -0.74, 0.26, 0.21, -0.61, 1.00, 0.15, -0.18, -0.80, 0.07, -0.64, -0.44, 0.28, 0.06, -0.40, -0.79, 0.52, -0.42, -0.04, 1.12, -0.24, -0.58, -0.75, -0.18, -0.41, 0.21, 1.56, 0.11, -0.57, -0.09, -1.19, 0.39, -0.85]
}